(1)
ORCA calculation (the ωB97M-V functional and the def2-TZVPD basis) on C5H4N2 in the gas phase in a non-equilibrium geometry.

Properties
Orbital gap = 9.4 eV
DFT total energy = -8225.967 eV
Structure (SMILES) = C#Cc1cn[nH]c1
Energy above the lowest of the compared OMol25 structures with the same formula, charge and spin = 81.3 kcal/mol
E_HOMO = -8.4799 eV

Bonds (Å) are listed after each position.
Cartesian coordinates (Å):
1 C 2.4818 -0.1897 -0.2887  C2 1.209, H8 1.065
2 C 1.5302 -0.4902 0.3935  C1 1.209, C3 1.432
3 C 0.1656 -0.2616 0.7625  C2 1.432, C4 1.395, C7 1.440
4 C -1.0128 -0.9498 0.4719  C3 1.395, N5 1.347, H9 1.087
5 N -1.7284 -0.1102 -0.3008  C4 1.347, N6 1.347, H10 1.002
6 N -1.1592 1.0922 -0.5145  N5 1.347, C7 1.303
7 C -0.0499 1.0311 0.1663  C3 1.440, N6 1.303, H11 1.088
8 H 3.2339 0.1578 -0.9585  C1 1.065
9 H -1.4733 -1.8852 0.7784  C4 1.087
10 H -2.6480 -0.2497 -0.6743  N5 1.002
11 H 0.6601 1.8555 0.1642  C7 1.088

---

(2)
ORCA calculation (the ωB97M-V functional and the def2-TZVPD basis) on 7 unconnected molecules or ions with the total composition C30H78NO29P7 in a non-equilibrium geometry.

Properties
Orbital gap = 7.5 eV
DFT total energy = -158261.589 eV
Structure (SMILES) = CCCCCCN([PH2]=O)C(=O)OCCOC(=O)CC.COP(=O)(OC)OC.COP(=O)(OC)OC.COP(=O)(OC)OC.COP(=O)(OC)OC.COP(=O)(OC)OC.COP(=O)(OC)OC
Energy above the lowest of the compared OMol25 structures with the same formula, charge and spin = 98.9 kcal/mol
E_HOMO = -9.6009 eV

Bonds (Å) are listed after each position.
Cartesian coordinates (Å):
1 C 2.0537 -4.0190 0.5004  C2 1.538, H20 1.087, H21 1.089, H22 1.091
2 C 2.1881 -2.8018 1.4307  C1 1.538, C3 1.539, H23 1.092, H24 1.086
3 C 1.3097 -1.6742 0.8615  C2 1.539, C4 1.539, H25 1.087, H26 1.092
4 C 1.5558 -0.3109 1.5327  C3 1.539, C5 1.530, H27 1.092, H28 1.088
5 C 1.9232 0.8354 0.5884  C4 1.530, C6 1.525, H29 1.096, H30 1.092
6 C 0.8428 1.2282 -0.4138  C5 1.525, N7 1.487, H31 1.090, H32 1.095
7 N 0.7890 0.3205 -1.5904  C6 1.487, P8 1.694, C10 1.418
8 P 2.1171 0.4138 -2.6371  N7 1.694, O9 1.470, H33 1.410, H34 1.405
9 O 1.8576 -0.1965 -3.9496  P8 1.470
10 C -0.4494 0.4065 -2.2762  N7 1.418, O11 1.185, O12 1.362
11 O -0.6426 1.0550 -3.2487  C10 1.185
12 O -1.4215 -0.3711 -1.7245  C10 1.362, C13 1.433
13 C -1.2407 -1.7238 -2.1617  O12 1.433, C14 1.508, H35 1.094, H36 1.088
14 C -1.7389 -2.7360 -1.1613  C13 1.508, O15 1.423, H37 1.088, H38 1.090
15 O -3.1580 -2.8132 -1.0824  C14 1.423, C16 1.362
16 C -3.7595 -1.8103 -0.3848  O15 1.362, O17 1.191, C18 1.509
17 O -4.8110 -1.4147 -0.7791  C16 1.191
18 C -3.1390 -1.2572 0.8742  C16 1.509, C19 1.536, H39 1.090, H40 1.090
19 C -4.0675 -0.3215 1.6626  C18 1.536, H41 1.085, H42 1.088, H43 1.083
20 H 2.8277 -4.7631 0.6701  C1 1.087
21 H 1.0500 -4.4354 0.5781  C1 1.089
22 H 2.1773 -3.6773 -0.5286  C1 1.091
23 H 3.2161 -2.4517 1.3208  C2 1.092
24 H 1.9156 -3.0457 2.4532  C2 1.086
25 H 1.4706 -1.6745 -0.2133  C3 1.087
26 H 0.2653 -1.9414 1.0386  C3 1.092
27 H 2.4129 -0.4412 2.1961  C4 1.092
28 H 0.7158 0.0042 2.1485  C4 1.088
29 H 2.0787 1.7140 1.2256  C5 1.096
30 H 2.8955 0.6381 0.1324  C5 1.092
31 H -0.1217 1.2443 0.0929  C6 1.090
32 H 1.0257 2.2622 -0.7237  C6 1.095
33 H 2.6162 1.7313 -2.6923  P8 1.410
34 H 3.1022 -0.3559 -1.9951  P8 1.405
35 H -0.1699 -1.9165 -2.2742  C13 1.094
36 H -1.7196 -1.9384 -3.1145  C13 1.088
37 H -1.2531 -2.6138 -0.1960  C14 1.088
38 H -1.4003 -3.7041 -1.5312  C14 1.090
39 H -2.2433 -0.7041 0.5933  C18 1.090
40 H -2.8059 -2.0619 1.5302  C18 1.090
41 H -3.7359 0.7036 1.5323  C19 1.085
42 H -3.9802 -0.5867 2.7139  C19 1.088
43 H -5.1138 -0.4343 1.4053  C19 1.083
44 C -7.4819 -2.5150 -0.6881  O45 1.437, H52 1.084, H53 1.085, H54 1.091
45 O -8.5810 -2.6167 0.2314  C44 1.437, P46 1.614
46 P -8.5246 -3.7314 1.3974  O45 1.614, O47 1.471, O48 1.644, O50 1.648
47 O -7.3454 -3.3772 2.2022  P46 1.471
48 O -8.2406 -5.0190 0.4159  P46 1.644, C49 1.424
49 C -8.8043 -5.1639 -0.8835  O48 1.424, H55 1.090, H56 1.089, H57 1.091
50 O -9.3898 -4.6529 2.4544  P46 1.648, C51 1.442
51 C -10.8096 -4.7882 2.2432  O50 1.442, H58 1.094, H59 1.090, H60 1.086
52 H -7.1875 -1.4733 -0.7380  C44 1.084
53 H -6.6342 -3.1158 -0.3770  C44 1.085
54 H -7.8115 -2.8192 -1.6823  C44 1.091
55 H -7.9978 -5.2475 -1.6117  C49 1.090
56 H -9.4453 -4.3277 -1.1600  C49 1.089
57 H -9.3843 -6.0874 -0.9189  C49 1.091
58 H -11.0115 -5.2966 1.2962  C51 1.094
59 H -11.2992 -3.8138 2.2489  C51 1.090
60 H -11.2113 -5.3849 3.0570  C51 1.086
61 C -1.2777 4.1368 5.1340  O62 1.434, H69 1.088, H70 1.087, H71 1.090
62 O -0.2669 4.6275 4.2428  C61 1.434, P63 1.649
63 P 1.1196 3.7644 4.0183  O62 1.649, O64 1.498, O65 1.650, O67 1.681
64 O 0.4569 2.5179 3.5179  P63 1.498
65 O 1.4121 3.6981 5.6403  P63 1.650, C66 1.424
66 C 1.3275 4.8314 6.4979  O65 1.424, H72 1.088, H73 1.088, H74 1.093
67 O 2.6619 3.1537 3.7453  P63 1.681, C68 1.446
68 C 3.7453 4.0894 3.5385  O67 1.446, H75 1.093, H76 1.091, H77 1.086
69 H -2.2234 4.1767 4.5974  C61 1.088
70 H -1.0764 3.1161 5.4485  C61 1.087
71 H -1.3555 4.7926 6.0015  C61 1.090
72 H 0.5880 4.6340 7.2717  C66 1.088
73 H 1.0455 5.7365 5.9645  C66 1.088
74 H 2.2922 4.9852 6.9873  C66 1.093
75 H 3.9046 4.6999 4.4311  C68 1.093
76 H 3.5364 4.7360 2.6856  C68 1.091
77 H 4.6478 3.5218 3.3328  C68 1.086
78 C -0.2770 -2.7235 -5.3113  O79 1.435, H86 1.089, H87 1.087, H88 1.090
79 O -0.0481 -4.0415 -4.7911  C78 1.435, P80 1.616
80 P 0.2993 -5.2468 -5.8097  O79 1.616, O81 1.473, O82 1.640, O84 1.645
81 O 1.5522 -4.8380 -6.4673  P80 1.473
82 O -0.9925 -5.0427 -6.7995  P80 1.640, C83 1.426
83 C -2.2886 -4.6555 -6.3468  O82 1.426, H89 1.090, H90 1.089, H91 1.090
84 O 0.3180 -6.8726 -6.0613  P80 1.645, C85 1.446
85 C -0.4563 -7.7014 -5.1642  O84 1.446, H92 1.093, H93 1.090, H94 1.086
86 H 0.3300 -2.0247 -4.7378  C78 1.089
87 H -0.0197 -2.6447 -6.3644  C78 1.087
88 H -1.3246 -2.4610 -5.1656  C78 1.090
89 H -2.5739 -3.7285 -6.8429  C83 1.090
90 H -2.3315 -4.5080 -5.2683  C83 1.089
91 H -3.0086 -5.4231 -6.6322  C83 1.090
92 H -1.5212 -7.4695 -5.2506  C85 1.093
93 H -0.1338 -7.5627 -4.1321  C85 1.090
94 H -0.2948 -8.7382 -5.4449  C85 1.086
95 C 8.6709 6.6773 0.3866  O96 1.428, H103 1.088, H104 1.087, H105 1.090
96 O 8.0994 7.7481 1.1380  C95 1.428, P97 1.631
97 P 6.6807 7.5122 1.9079  O96 1.631, O98 1.479, O99 1.643, O101 1.660
98 O 7.0384 6.4104 2.8275  P97 1.479
99 O 5.8782 6.9616 0.5844  P97 1.643, C100 1.428
100 C 6.0250 7.5220 -0.7205  O99 1.428, H106 1.089, H107 1.089, H108 1.090
101 O 5.2662 7.9877 2.6352  P97 1.660, C102 1.444
102 C 4.7866 9.3292 2.3991  O101 1.444, H109 1.093, H110 1.090, H111 1.086
103 H 9.7103 6.5850 0.6941  C95 1.088
104 H 8.1533 5.7373 0.5608  C95 1.087
105 H 8.6527 6.9250 -0.6750  C95 1.090
106 H 6.3713 6.7449 -1.4009  C100 1.089
107 H 6.7287 8.3530 -0.7445  C100 1.089
108 H 5.0519 7.8653 -1.0722  C100 1.090
109 H 4.5442 9.4717 1.3425  C102 1.093
110 H 5.5263 10.0672 2.7096  C102 1.090
111 H 3.8856 9.4693 2.9896  C102 1.086
112 C -4.0140 9.0025 8.7983  O113 1.429, H120 1.088, H121 1.087, H122 1.090
113 O -2.8474 8.9356 7.9750  C112 1.429, P114 1.618
114 P -1.9109 7.6177 8.0430  O113 1.618, O115 1.471, O116 1.640, O118 1.649
115 O -2.7881 6.5135 7.6233  P114 1.471
116 O -1.6862 7.6239 9.6674  P114 1.640, C117 1.426
117 C -1.5454 8.8096 10.4475  O116 1.426, H123 1.090, H124 1.089, H125 1.090
118 O -0.4181 6.9712 7.7740  P114 1.649, C119 1.448
119 C 0.6651 7.9144 7.5906  O118 1.448, H126 1.093, H127 1.091, H128 1.085
120 H -4.8451 9.2943 8.1605  C112 1.088
121 H -4.2333 8.0478 9.2705  C112 1.087
122 H -3.8809 9.7744 9.5560  C112 1.090
123 H -2.3312 8.8314 11.2020  C117 1.090
124 H -1.6039 9.7173 9.8481  C117 1.089
125 H -0.5860 8.7828 10.9650  C117 1.090
126 H 0.8245 8.4961 8.5023  C119 1.093
127 H 0.4564 8.5880 6.7584  C119 1.091
128 H 1.5677 7.3548 7.3683  C119 1.085
129 C 1.5813 -8.0787 -8.4648  O130 1.432, H137 1.089, H138 1.088, H139 1.088
130 O 2.5212 -8.2804 -9.5268  C129 1.432, P131 1.614
131 P 3.6386 -9.4332 -9.3613  O130 1.614, O132 1.471, O133 1.641, O135 1.648
132 O 2.8786 -10.6870 -9.2389  P131 1.471
133 O 4.2181 -8.9160 -7.9159  P131 1.641, C134 1.431
134 C 4.3299 -7.5368 -7.5529  O133 1.431, H140 1.089, H141 1.088, H142 1.091
135 O 5.1197 -9.9815 -9.8329  P131 1.648, C136 1.442
136 C 5.9976 -9.0719 -10.5259  O135 1.442, H143 1.094, H144 1.090, H145 1.086
137 H 0.5858 -8.0536 -8.9044  C129 1.089
138 H 1.6318 -8.8705 -7.7208  C129 1.088
139 H 1.7648 -7.1141 -7.9969  C129 1.088
140 H 3.7391 -7.3554 -6.6561  C134 1.089
141 H 3.9885 -6.8658 -8.3389  C134 1.088
142 H 5.3724 -7.3157 -7.3195  C134 1.091
143 H 6.2713 -8.2333 -9.8795  C136 1.094
144 H 5.5299 -8.6963 -11.4366  C136 1.090
145 H 6.8968 -9.6183 -10.7956  C136 1.086

---

(3)
ORCA calculation (the ωB97M-V functional and the def2-TZVPD basis) on 2 unconnected molecules or ions with the total composition C2H4BrNO2 in a non-equilibrium geometry.

Properties
Orbital gap (spin up / spin down) = 10.2 / 5.9 eV
DFT total energy = -77759.993 eV
Energy above the lowest of the compared OMol25 structures with the same formula, charge and spin = 146.1 kcal/mol
E_HOMO (spin up / spin down) = -10.3730 / -7.8847 eV

Bonds (Å) are listed after each position.
Cartesian coordinates (Å):
1 C -0.1279 0.1640 0.2851  C2 1.449, H7 0.992, H8 1.003, H9 1.175
2 C 1.0412 0.4260 -0.5297  C1 1.449, Br6 1.818, H10 0.996
3 N 1.4418 -2.4959 -0.0186  O4 1.188, O5 1.168
4 O 2.2462 -3.3260 -0.2919  N3 1.188
5 O 0.5135 -2.5731 0.6859  N3 1.168
6 Br 2.6324 1.0761 0.0623  C2 1.818
7 H -0.9964 0.2070 -0.1927  C1 0.992
8 H -0.0489 0.6065 1.1822  C1 1.003
9 H -0.2320 -0.9446 0.6616  C1 1.175
10 H 1.0252 -0.1297 -1.3564  C2 0.996

---

(4)
ORCA calculation (the ωB97M-V functional and the def2-TZVPD basis) on C5H7NO in the gas phase in a non-equilibrium geometry.

Properties
Orbital gap = 10.9 eV
DFT total energy = -8835.246 eV
Structure (SMILES) = C[C@H](C#N)CC=O
Energy above the lowest of the compared OMol25 structures with the same formula, charge and spin = 22.1 kcal/mol
E_HOMO = -10.4398 eV

Bonds (Å) are listed after each position.
Cartesian coordinates (Å):
1 C 0.9917 0.4377 -1.2038  C2 1.535, H8 1.094, H9 1.094, H10 1.095
2 C 0.5680 0.1549 0.2439  C1 1.535, C3 1.547, C6 1.472, H11 1.097
3 C -0.7837 -0.5840 0.3913  C2 1.547, C4 1.507, H12 1.099, H13 1.098
4 C -1.9834 0.3257 0.3311  C3 1.507, O5 1.209, H14 1.105
5 O -2.3514 0.8889 1.3355  C4 1.209
6 C 1.6005 -0.6581 0.9077  C2 1.472, N7 1.157
7 N 2.3940 -1.3236 1.4231  C6 1.157
8 H 1.9877 0.8903 -1.2272  C1 1.094
9 H 0.2927 1.1252 -1.6899  C1 1.094
10 H 1.0318 -0.4900 -1.7836  C1 1.095
11 H 0.5006 1.1005 0.7964  C2 1.097
12 H -0.8384 -1.4000 -0.3434  C3 1.099
13 H -0.8698 -0.9169 1.4336  C3 1.098
14 H -2.5403 0.4495 -0.6148  C4 1.105

---

(5)
ORCA calculation (the ωB97M-V functional and the def2-TZVPD basis) on 2 unconnected molecules or ions with the total composition C7H14.

Properties
Orbital gap = 8.6 eV
DFT total energy = -7481.921 eV
Energy above the lowest of the compared OMol25 structures with the same formula, charge and spin = 100.9 kcal/mol
E_HOMO = -8.0232 eV

Bonds (Å) are listed after each position.
Cartesian coordinates (Å):
1 C -0.0907 0.6293 2.1009  C2 1.488, H8 1.104, H9 1.103, H10 1.096
2 C 0.6116 -0.2990 1.1744  C1 1.488, C5 1.434
3 C 0.7128 1.7300 -1.3693  C4 1.540, H11 1.094, H12 1.095, H13 1.095
4 C -0.8237 1.7408 -1.2686  C3 1.540, H14 1.096, H15 1.096, H16 1.096
5 C -0.2632 -1.2829 0.6056  C2 1.434, C6 1.546, C7 1.539, H17 1.097
6 C 0.3823 -2.6807 0.4702  C5 1.546, C7 1.464, H18 1.084, H19 1.086
7 C 0.1791 -1.8832 -0.7405  C5 1.539, C6 1.464, H20 1.086, H21 1.084
8 H -1.1927 0.6682 2.0499  C1 1.104
9 H 0.1838 0.2491 3.0994  C1 1.103
10 H 0.3257 1.6422 2.0601  C1 1.096
11 H 1.0935 2.6870 -1.7382  C3 1.094
12 H 1.1953 1.5288 -0.4068  C3 1.095
13 H 1.0705 0.9549 -2.0557  C3 1.095
14 H -1.1803 1.3732 -0.2992  C4 1.096
15 H -1.2267 2.7522 -1.3921  C4 1.096
16 H -1.2820 1.1090 -2.0373  C4 1.096
17 H -1.3459 -1.2892 0.7814  C5 1.097
18 H 1.3857 -2.7684 0.8704  C6 1.084
19 H -0.2887 -3.5081 0.6801  C6 1.086
20 H -0.6369 -2.1419 -1.4082  C7 1.086
21 H 1.0380 -1.4097 -1.2030  C7 1.084

---

(6)
ORCA calculation (the ωB97M-V functional and the def2-TZVPD basis) on C5H5NS2 in the gas phase in a non-equilibrium geometry.

Properties
Orbital gap = 8.4 eV
DFT total energy = -28422.679 eV
Structure (SMILES) = C=C(CC#N)SC=S
Energy above the lowest of the compared OMol25 structures with the same formula, charge and spin = 76.0 kcal/mol
E_HOMO = -8.7049 eV

Bonds (Å) are listed after each position.
Cartesian coordinates (Å):
1 C 1.9096 -1.3892 1.1103  C2 1.357, H6 1.051, H7 1.189
2 C 1.3582 -0.8603 -0.0116  C1 1.357, C3 1.527, S12 1.826
3 C 2.1855 0.3700 -0.3784  C2 1.527, C4 1.606, H8 1.062, H9 1.213
4 C 1.2863 1.6540 -0.0297  C3 1.606, N11 1.155
5 C -1.2032 0.0406 0.0712  H10 1.253, S12 1.801, S13 1.603
6 H 1.3696 -2.2131 1.4761  C1 1.051
7 H 3.0583 -1.1015 1.2150  C1 1.189
8 H 3.0244 0.2700 0.2658  C3 1.062
9 H 2.5545 0.5932 -1.5122  C3 1.213
10 H -0.4272 1.0021 0.2773  C5 1.253
11 N 0.8684 2.7301 0.0003  C4 1.155
12 S -0.2807 -1.3139 -0.6754  C2 1.826, C5 1.801
13 S -2.7741 0.2793 0.2820  C5 1.603